Version w
A cluster of 8 separate species, C24H48O24 in total, computed with wB97M-V/def2-TZVPD.

Geometry (Å):
1 C -14.735 -17.154 13.212
2 O -13.960 -18.303 12.947
3 C -14.110 -18.876 11.754
4 O -14.552 -18.353 10.775
5 O -13.661 -20.128 11.739
6 C -13.018 -20.670 12.883
7 H -14.643 -16.841 14.248
8 H -15.803 -17.322 13.108
9 H -14.462 -16.310 12.576
10 H -12.528 -21.587 12.589
11 H -13.750 -20.870 13.672
12 H -12.326 -19.953 13.320
13 C -16.826 -20.532 9.232
14 O -18.105 -21.038 8.799
15 C -19.153 -20.311 9.158
16 O -19.153 -19.418 9.960
17 O -20.198 -20.683 8.431
18 C -21.419 -20.043 8.781
19 H -16.114 -21.349 9.136
20 H -16.846 -20.302 10.295
21 H -16.555 -19.695 8.601
22 H -21.315 -18.962 8.692
23 H -21.718 -20.307 9.792
24 H -22.167 -20.355 8.060
25 C -17.232 -16.587 10.041
26 O -17.585 -15.217 9.767
27 C -16.578 -14.359 9.766
28 O -15.403 -14.610 9.872
29 O -17.081 -13.150 9.559
30 C -16.293 -12.027 9.889
31 H -18.148 -17.154 9.911
32 H -16.730 -16.750 10.986
33 H -16.578 -16.915 9.229
34 H -15.528 -12.299 10.615
35 H -16.953 -11.293 10.351
36 H -15.841 -11.570 9.010
37 C -20.140 -9.842 10.597
38 O -21.360 -9.136 10.463
39 C -22.440 -9.747 10.924
40 O -22.531 -10.896 11.260
41 O -23.430 -8.852 10.966
42 C -24.708 -9.384 11.311
43 H -20.087 -10.696 9.923
44 H -20.023 -10.214 11.615
45 H -19.361 -9.142 10.312
46 H -25.317 -8.516 11.552
47 H -24.659 -10.084 12.136
48 H -25.148 -9.848 10.426
49 C -13.614 -13.106 7.383
50 O -12.255 -13.192 7.849
51 C -11.692 -12.086 8.324
52 O -12.232 -11.042 8.560
53 O -10.379 -12.250 8.459
54 C -9.709 -13.310 7.788
55 H -14.289 -13.033 8.226
56 H -13.765 -14.013 6.802
57 H -13.758 -12.294 6.668
58 H -9.862 -14.249 8.324
59 H -8.650 -13.080 7.817
60 H -10.073 -13.406 6.769
61 C -24.819 -12.965 8.805
62 O -23.612 -13.681 9.049
63 C -22.502 -13.033 8.700
64 O -22.467 -11.962 8.159
65 O -21.466 -13.792 9.045
66 C -20.164 -13.206 8.933
67 H -24.979 -12.171 9.532
68 H -25.618 -13.701 8.882
69 H -24.842 -12.566 7.792
70 H -20.216 -12.272 8.381
71 H -19.493 -13.884 8.415
72 H -19.790 -13.085 9.947
73 C -20.635 -18.793 15.624
74 O -19.556 -17.862 15.643
75 C -18.471 -18.075 14.895
76 O -17.440 -17.510 15.127
77 O -18.732 -18.950 13.915
78 C -17.719 -19.265 12.983
79 H -21.361 -18.448 16.353
80 H -20.291 -19.790 15.900
81 H -21.106 -18.815 14.641
82 H -18.144 -19.935 12.245
83 H -16.858 -19.793 13.409
84 H -17.328 -18.386 12.480
85 C -12.379 -8.089 7.791
86 O -13.700 -7.992 8.301
87 C -14.098 -8.498 9.450
88 O -15.254 -8.514 9.756
89 O -13.088 -8.812 10.258
90 C -13.371 -9.438 11.486
91 H -12.319 -7.326 7.010
92 H -12.216 -9.045 7.311
93 H -11.625 -7.792 8.516
94 H -13.713 -8.675 12.195
95 H -12.486 -9.931 11.871
96 H -14.183 -10.156 11.440

Summary:
**SMILES**: COC(=O)OC.COC(=O)OC.COC(=O)OC.COC(=O)OC.COC(=O)OC.COC(=O)OC.COC(=O)OC.COC(=O)OC
**Total charge**: 0
**LUMO energy**: 0.48 eV


Version x
A cluster of 8 separate species, C24H48O24 in total, computed with wB97M-V/def2-TZVPD.

Geometry (Å):
1 C 4.841 0.317 -2.566
2 O 4.571 -0.098 -3.895
3 C 5.400 -0.968 -4.436
4 O 6.453 -1.277 -3.961
5 O 4.791 -1.474 -5.503
6 C 5.497 -2.238 -6.426
7 H 4.930 -0.495 -1.842
8 H 4.052 0.964 -2.199
9 H 5.816 0.809 -2.553
10 H 5.014 -2.212 -7.401
11 H 5.645 -3.286 -6.140
12 H 6.536 -1.958 -6.641
13 C -2.120 6.695 7.302
14 O -1.238 6.561 6.207
15 C -0.816 5.372 5.830
16 O -1.178 4.333 6.309
17 O 0.060 5.556 4.853
18 C 0.626 4.414 4.249
19 H -3.012 6.076 7.189
20 H -2.484 7.718 7.326
21 H -1.594 6.439 8.219
22 H 0.442 3.498 4.809
23 H 1.707 4.510 4.150
24 H 0.259 4.260 3.233
25 C -2.865 -1.318 2.660
26 O -3.024 -2.604 2.040
27 C -1.995 -3.434 2.100
28 O -0.974 -3.268 2.720
29 O -2.130 -4.315 1.121
30 C -1.151 -5.348 1.006
31 H -3.288 -1.230 3.657
32 H -3.493 -0.720 1.992
33 H -1.859 -0.922 2.541
34 H -0.190 -4.947 1.333
35 H -1.075 -5.769 0.010
36 H -1.426 -6.082 1.768
37 C -2.458 3.420 2.118
38 O -2.156 4.351 1.088
39 C -1.978 5.624 1.439
40 O -2.021 6.046 2.552
41 O -1.734 6.300 0.317
42 C -2.001 7.686 0.315
43 H -3.521 3.190 2.059
44 H -2.131 3.733 3.107
45 H -1.923 2.504 1.860
46 H -2.855 7.976 0.932
47 H -2.096 8.003 -0.717
48 H -1.208 8.265 0.801
49 C -1.784 -1.423 -7.728
50 O -0.776 -1.939 -6.878
51 C -0.460 -1.255 -5.782
52 O -0.965 -0.208 -5.471
53 O 0.549 -1.869 -5.203
54 C 1.340 -1.139 -4.294
55 H -1.887 -2.080 -8.584
56 H -1.584 -0.382 -7.977
57 H -2.748 -1.428 -7.212
58 H 2.110 -0.618 -4.873
59 H 1.937 -1.718 -3.590
60 H 0.820 -0.366 -3.727
61 C -0.901 -3.605 -3.029
62 O -0.594 -4.519 -4.065
63 C -0.896 -5.789 -3.813
64 O -0.949 -6.276 -2.709
65 O -0.948 -6.479 -4.926
66 C -1.014 -7.896 -4.833
67 H -1.452 -2.733 -3.381
68 H -0.033 -3.191 -2.515
69 H -1.509 -4.076 -2.257
70 H -0.093 -8.390 -4.535
71 H -1.441 -8.244 -5.768
72 H -1.759 -8.144 -4.071
73 C 1.261 -1.370 3.864
74 O 0.208 -1.163 4.776
75 C -0.123 0.065 5.086
76 O 0.377 1.096 4.697
77 O -1.122 0.036 5.941
78 C -1.734 1.281 6.332
79 H 1.683 -2.363 3.962
80 H 2.094 -0.693 4.097
81 H 1.067 -1.061 2.837
82 H -2.626 1.101 6.918
83 H -1.948 1.771 5.382
84 H -0.982 1.844 6.879
85 C 0.603 2.475 0.525
86 O 0.184 1.123 0.472
87 C 1.008 0.230 -0.077
88 O 1.947 0.488 -0.773
89 O 0.517 -0.949 0.241
90 C 1.277 -2.113 -0.043
91 H 0.290 2.988 -0.387
92 H 1.689 2.601 0.506
93 H 0.227 2.932 1.432
94 H 2.226 -2.045 0.493
95 H 1.580 -2.182 -1.091
96 H 0.685 -2.983 0.216

Summary:
**SMILES**: COC(=O)OC.COC(=O)OC.COC(=O)OC.COC(=O)OC.COC(=O)OC.COC(=O)OC.COC(=O)OC.COC(=O)OC
**Total charge**: 0
**LUMO energy**: 0.57 eV


Which is the most stable structure? version w is the most stable.


Version w
A cluster of 2 separate species, C4H12 in total, computed with wB97M-V/def2-TZVPD.

Geometry (Å):
1 C 1.733 0.714 1.210
2 C 0.464 1.257 1.976
3 H 2.622 1.227 1.570
4 H 1.913 -0.296 1.617
5 H 1.634 0.896 0.136
6 H 0.731 1.883 2.820
7 H -0.100 0.479 2.458
8 H -0.103 1.811 1.205
9 C -0.870 -1.467 -2.183
10 C -1.319 -0.532 -1.056
11 H 0.161 -1.781 -2.225
12 H -1.414 -2.372 -1.907
13 H -1.016 -0.943 -3.171
14 H -2.409 -0.610 -0.967
15 H -1.208 0.510 -1.387
16 H -0.821 -0.777 -0.096

Summary:
**SMILES**: CC.CC
**Total charge**: 0
**LUMO energy**: 1.14 eV


Version x
A cluster of 2 separate species, C4H12 in total, computed with wB97M-V/def2-TZVPD.

Geometry (Å):
1 C 2.272 0.345 -0.807
2 C 1.004 0.619 -1.540
3 H 2.201 -0.716 -0.419
4 H 3.157 0.400 -1.517
5 H 2.432 1.021 0.066
6 H 1.217 1.533 -2.132
7 H 0.291 0.504 -0.733
8 H 0.803 -0.045 -2.321
9 C -0.973 -0.736 1.254
10 C -2.332 -0.202 1.080
11 H -0.194 -0.276 0.616
12 H -0.870 -0.529 2.349
13 H -0.883 -1.860 1.101
14 H -2.777 -0.791 0.255
15 H -2.439 0.868 0.699
16 H -2.910 -0.136 2.049

Summary:
**SMILES**: CC.CC
**Total charge**: 0
**LUMO energy**: 1.14 eV


Version y
A cluster of 2 separate species, C4H12 in total, computed with wB97M-V/def2-TZVPD.

Geometry (Å):
1 C 0.909 -1.686 0.104
2 C 1.317 -2.471 1.286
3 H -0.201 -1.678 -0.237
4 H 1.203 -0.616 0.086
5 H 1.397 -2.120 -0.789
6 H 0.926 -1.861 2.099
7 H 0.852 -3.430 1.266
8 H 2.365 -2.529 1.433
9 C -0.773 1.360 -0.689
10 C -1.443 2.786 -0.649
11 H -1.382 0.623 -1.097
12 H 0.027 1.344 -1.334
13 H -0.454 1.063 0.281
14 H -0.639 3.658 -0.666
15 H -2.075 2.895 0.254
16 H -2.078 2.722 -1.614

Summary:
**SMILES**: CC.CC
**Total charge**: 0
**LUMO energy**: 1.12 eV


Version z
A cluster of 2 separate species, C4H12 in total, computed with wB97M-V/def2-TZVPD.

Geometry (Å):
1 C -1.334 0.796 1.308
2 C -0.800 2.168 1.752
3 H -0.848 0.467 0.391
4 H -1.148 -0.031 1.985
5 H -2.372 0.875 0.983
6 H -1.599 2.894 1.872
7 H 0.002 2.529 1.117
8 H -0.343 2.080 2.734
9 C 1.626 -1.211 -1.059
10 C 0.514 -1.733 -1.972
11 H 2.218 -0.427 -1.524
12 H 1.232 -0.877 -0.098
13 H 2.284 -2.052 -0.814
14 H -0.463 -1.383 -1.642
15 H 0.505 -2.813 -2.061
16 H 0.524 -1.284 -2.971

Summary:
**SMILES**: CC.CC
**Total charge**: 0
**LUMO energy**: 1.15 eV


Which is the most stable structure? version z is the most stable.